A structure of composition C35H45BrCaN4P2 in a non-equilibrium geometry. Source: OMol25; level of theory: the ωB97M-V functional and the def2-TZVPD basis.

XYZ file:
```
88
Properties=species:S:1:pos:R:3:forces:R:3
C 1.840505 4.248796 -1.208889 0.0 -0.5 -0.6
C 0.892114 3.831285 -2.144081 0.8 -0.5 0.1
C 1.196491 3.522827 -3.473340 0.3 -0.1 0.8
C 2.550650 3.513472 -3.763661 -0.1 0.5 -0.1
N 3.511851 3.823745 -2.884734 -0.3 0.0 0.2
C 3.150234 4.190390 -1.647322 0.1 0.4 -0.2
C -0.364758 3.529814 -1.644740 -4.1 1.8 -0.3
C -1.577297 3.668614 -1.421123 2.1 -1.4 0.5
C -2.637658 3.082117 -0.651658 0.1 -0.3 0.1
C -2.502301 1.688308 -0.433603 -0.7 -1.0 -0.2
C -3.422946 1.043616 0.465388 0.9 1.3 0.2
C -4.206391 1.962688 1.214293 -1.1 -0.9 1.2
C -4.530975 3.292290 0.860149 0.8 -0.4 0.1
C -3.672391 3.859800 -0.079917 0.6 -0.8 -0.6
Ca -1.724871 0.595335 2.179464 1.0 -0.2 -0.4
P 1.962417 -0.442914 -0.365758 0.0 -0.8 0.6
H 0.409609 3.230597 -4.175466 0.5 0.1 0.2
H 1.532472 4.505163 -0.189805 0.3 -0.1 -0.5
H 2.837838 3.261826 -4.771822 0.4 -0.1 -0.1
H 3.913113 4.487158 -0.946323 0.5 -0.1 -0.1
H -3.671698 4.902383 -0.396043 -0.5 -0.2 0.3
H -1.718787 1.078484 -1.000775 -1.2 1.0 1.0
H -5.335756 3.905884 1.297087 0.6 -0.6 0.2
H -3.321953 -0.078228 0.689225 -0.7 1.5 -0.5
C 2.582279 -2.226814 -0.070054 -0.4 0.5 -0.2
C 3.714758 -2.748251 -0.971767 0.1 -0.2 0.1
H 1.673468 -2.843739 -0.232700 0.4 0.2 0.2
H 2.859861 -2.326989 1.002361 -0.2 0.1 -0.6
H 3.875344 -3.817689 -0.742873 0.0 0.4 -0.2
H 3.458240 -2.675142 -2.042506 0.1 0.0 0.5
H 4.667115 -2.216097 -0.793615 -0.5 -0.3 -0.2
C 2.143850 -0.199528 -2.192918 -0.4 0.2 0.1
C 3.497383 0.213658 -2.740730 0.4 0.1 -0.4
H 1.421157 0.607625 -2.390198 0.1 -0.1 -0.2
H 1.757737 -1.078574 -2.736556 0.1 0.2 0.4
H 3.448004 0.287279 -3.834836 0.0 -0.1 0.2
H 3.798904 1.205016 -2.392333 0.0 -0.2 0.1
H 4.293913 -0.494490 -2.495475 -0.2 0.1 -0.1
C 3.243411 0.616871 0.446745 0.0 0.0 0.1
C 4.696231 0.163886 0.486025 0.4 0.2 0.0
H 2.876994 0.719758 1.480941 0.1 0.0 -0.2
H 3.169860 1.621771 0.009586 -0.1 -0.1 0.0
H 5.292498 0.878079 1.069167 -0.1 -0.1 -0.1
H 4.812802 -0.808246 0.970227 -0.1 0.1 0.0
H 5.146831 0.104879 -0.509378 -0.1 0.0 0.2
Br -4.681712 1.354797 3.177303 0.6 0.3 -2.2
P -1.474705 -1.757635 -1.769391 -0.6 0.2 1.8
C -0.568541 -2.703415 -3.038706 0.1 0.1 0.2
C -1.225176 -3.984100 -3.516616 0.1 -0.2 -0.4
H 0.398708 -2.913832 -2.549055 -0.3 -0.1 -0.3
H -0.359015 -2.010082 -3.864510 0.0 -0.2 0.1
H -0.509250 -4.512839 -4.154191 -0.2 -0.1 0.1
H -1.491325 -4.637838 -2.679876 0.1 0.1 -0.2
H -2.125049 -3.783959 -4.109170 0.2 -0.1 0.1
C -2.629689 -2.982223 -0.883531 0.1 0.2 -0.4
C -3.999577 -3.236688 -1.530143 -0.2 -0.4 0.0
H -2.798964 -2.544000 0.122849 0.2 -0.3 -0.4
H -2.100086 -3.946803 -0.732640 -0.2 0.6 0.0
H -4.600730 -3.882726 -0.864837 0.2 0.2 -0.3
H -4.568268 -2.308312 -1.686168 0.2 -0.3 0.1
H -3.925814 -3.743650 -2.506391 0.1 0.2 0.4
C -2.660690 -0.631872 -2.624417 0.3 0.0 -0.4
C -3.090770 -1.029142 -4.010542 -0.6 0.0 -0.7
H -2.119866 0.318218 -2.716924 -0.1 0.0 0.0
H -3.547605 -0.434327 -2.006425 0.3 -0.1 0.1
H -3.654025 -0.216251 -4.470566 0.0 0.0 -0.1
H -2.252361 -1.242780 -4.666050 0.2 0.0 0.0
H -3.736549 -1.903046 -4.025797 0.0 -0.1 0.1
N -0.429387 1.865497 11.116910 0.4 -1.4 -2.4
C -0.276625 1.291078 10.107369 -0.2 1.3 2.7
C -0.136211 0.630897 8.846710 0.2 -0.4 -0.2
C -0.834708 1.179345 7.765179 0.1 -0.3 -0.3
C -0.743821 0.553196 6.540294 0.0 0.0 0.2
C 0.006169 -0.626599 6.384008 0.1 0.4 1.5
C 0.759046 -1.164699 7.437045 -0.5 0.6 0.3
C 0.668649 -0.524908 8.691564 -0.2 0.2 -0.4
N -0.050791 -1.253173 5.135736 -0.3 -1.1 -1.1
C 0.781663 -2.236311 4.531940 -1.3 0.6 -0.6
C 0.424459 -2.260933 3.209265 -0.9 1.4 -0.2
N -0.581711 -1.313657 3.005645 -1.2 -0.3 0.1
C -0.940854 -0.830323 4.195000 1.2 -0.5 -0.7
H -1.456777 2.081159 7.803733 0.4 -0.4 0.5
H -1.298728 1.056508 5.745279 0.4 -0.4 0.1
H 1.377903 -2.059275 7.281889 -0.4 0.5 0.2
H 1.212216 -0.916428 9.559101 -0.2 0.2 -0.4
H 1.416176 -2.961721 5.013687 0.2 0.6 0.5
H 0.721830 -2.829738 2.331573 0.3 0.0 0.6
H -1.892987 -0.233427 4.352909 1.5 -0.8 0.5
```
Forces are in eV/Å.

Output
Orbital gap ... 5.5 eV
Charge ... +2
HOMO energy ... -0.4523 hartree